ORCA calculation (wB97M-V/def2-TZVPD) on one molecule with the formula C20H23N3O2 in a non-equilibrium geometry.

Last column: Mulliken charge in e.
Element x y z (Å)
1 O 0.9841 0.1410 -2.8113  -0.6847
2 C 0.0361 6.6499 0.2493  -0.0874
3 C -0.3352 5.5456 -0.1497  -0.9452
4 N 1.5365 0.7378 0.6276  -0.9289
5 O -1.8531 -4.1248 1.9966  -0.4231
6 C 1.3544 0.3811 -1.6749  -0.1903
7 C 2.6992 0.7170 0.0049  -0.0938
8 C -2.0412 3.9228 -0.9249  -0.5159
9 C -2.5049 2.6344 -1.0841  -1.2465
10 C 0.1473 3.1564 -0.2347  -0.3773
11 C -0.7397 4.2078 -0.4900  0.1160
12 C -1.6202 1.5726 -0.8749  0.6392
13 C -0.3084 1.8590 -0.4850  -0.9068
14 N 3.8912 0.9586 0.6219  -0.4806
15 N 2.6817 0.4927 -1.3304  0.0870
16 C -1.0999 -5.3133 2.0105  -0.7258
17 C 3.8530 0.3241 -2.2034  -1.0125
18 C -1.7992 0.0741 -0.9745  -1.1938
19 C 0.4827 0.5674 -0.3890  3.1415
20 C -1.0174 -3.0076 0.0260  -0.8971
21 C -1.9077 -1.6743 1.9010  -0.7956
22 C -0.1232 -1.9109 -0.4921  -1.2224
23 C -1.0466 -0.4676 1.3981  -1.2663
24 C -1.1443 -2.9481 1.5362  0.3684
25 C -0.6360 -0.4949 -0.1177  1.6208
26 H 0.3181 7.5822 0.6802  0.4572
27 H -2.6429 4.7815 -1.2202  0.4201
28 H -3.5141 2.4339 -1.4491  0.4496
29 H 1.1382 3.3692 0.1587  0.4869
30 H 4.7164 0.4597 0.3477  0.2423
31 H 3.8142 1.1552 1.6153  0.2746
32 H -0.1285 -5.1505 2.5184  0.2832
33 H -1.6876 -6.1024 2.4618  0.2862
34 H -0.8660 -5.6509 0.9996  0.2861
35 H 4.4497 -0.5970 -1.9353  0.3289
36 H 4.5582 1.1965 -2.1509  0.3300
37 H 3.5363 0.2228 -3.2362  0.4077
38 H -2.7668 -0.2988 -0.5470  0.3606
39 H -1.7084 -0.2569 -1.9955  0.3463
40 H -2.0042 -2.9417 -0.4581  0.1366
41 H -0.6193 -4.0003 -0.2854  0.4171
42 H -2.0502 -1.6188 3.0122  0.3436
43 H -2.8773 -1.6362 1.4478  0.2876
44 H -0.1626 -2.0010 -1.5975  0.3728
45 H 0.9157 -2.0437 -0.1560  0.3110
46 H -1.6113 0.4497 1.6822  0.3081
47 H -0.1569 -0.4705 1.9876  0.6217
48 H -0.1399 -2.8826 1.9844  0.2627

## Properties
Orbital gap ... 8.929 eV
LUMO level ... 0.50 eV
Energy above the lowest of the compared OMol25 structures with the same formula, charge and spin ... 70.7 kcal per mole
Highest occupied orbital energy ... -0.310 Ha